(1)
Formula: C6H27NO8
Source: the OMol25 dataset
Level of theory: ωB97M-V/def2-TZVPD

Values from the calculation:
SMILES string	CCNCCCC=O.O.O.O.O.O.O.O
charge	0
2S+1	1
F_max	0.230	hartree/bohr
DFT total energy	-24527.638	eV

Positions of all 42 atoms, in Å:
C  0.68834  1.68251  1.12102
C  1.51627  0.60473  1.80545
C  2.73356  0.03524  1.05821
O  2.66697  -1.07538  0.58914
C  -0.85719  1.36353  1.16203
N  -1.09912  0.44207  0.09458
C  -2.58657  -0.08870  -0.01148
C  -2.74539  -0.85386  -1.25476
H  0.80271  2.60655  1.66666
H  0.94204  1.96586  0.11810
H  0.85151  -0.25195  2.00836
H  1.64973  0.84913  2.90901
H  3.68006  0.57270  0.88644
H  -1.53637  2.20915  0.88500
H  -1.21965  1.12535  2.16127
H  -0.43227  -0.38222  0.02580
H  -3.23817  0.87003  0.14243
H  -2.78751  -0.83211  0.86792
H  -2.51861  -0.37008  -2.26369
H  -3.78554  -1.23923  -1.31076
H  -2.23953  -1.78628  -1.23754
H  -0.54752  1.40315  -2.82380
H  -0.66415  1.19228  -1.28166
O  -0.13914  1.56048  -2.02584
H  -0.60452  -2.93353  -1.12768
H  0.75950  -2.36238  -1.27422
O  -0.01798  -2.49153  -0.76087
H  1.85195  1.12021  -1.78616
H  3.26683  1.36693  -2.45478
O  2.81196  0.79867  -1.84521
H  -0.39935  3.18231  -1.62428
H  -0.05789  4.50429  -0.94656
O  -0.76219  4.15584  -1.39260
H  2.67902  -3.13797  -2.14902
H  2.50113  -1.87741  -2.70762
O  2.02462  -2.62649  -2.51094
H  -1.48661  -1.57433  4.07870
H  -1.25312  -0.81900  2.89332
O  -1.33219  -0.71010  3.85717
H  0.98551  -2.23005  1.38504
H  -0.30515  -3.24002  1.16655
O  0.20399  -2.72838  1.90727

Cartesian forces (eV/Å) of the 2 atoms listed first:
C -1.71 1.07 1.10
C -0.33 -0.95 1.56

Löwdin atomic charge list, values in e, 8 entries: atom 1 (C): -0.1567, atom 2 (C): -0.1365, atom 3 (C): -0.2238, atom 4 (O): 0.0269, atom 5 (C): -0.2305, atom 6 (N): -0.1134, atom 7 (C): -0.2110, atom 8 (C): -0.1327

=====

(2)
Formula: C30H44ClN2O8PS2
Source: the OMol25 dataset
Level of theory: ωB97M-V/def2-TZVPD

Values from the calculation:
charge	-2
2S+1	1
F_max	0.089	hartree/bohr
DFT total energy	-94664.329	eV

Positions of all 88 atoms, in Å:
C  4.23429  2.50401  -2.75899
C  3.44237  1.39293  -2.00321
O  2.39716  1.01495  -2.84877
P  0.99135  0.21744  -2.14143
Cl  2.06014  -0.71791  -0.50181
C  1.34498  -1.23858  -3.37258
C  1.23022  -2.64227  -2.74652
C  2.61549  -3.30778  -2.48388
S  2.60803  -4.07507  -0.79565
C  2.46966  -5.84088  -1.07477
S  1.16008  -6.39128  -1.87292
N  3.48206  -6.72429  -0.56291
C  4.23797  -6.14538  0.52275
C  3.79712  -6.43200  1.79242
C  4.40953  -5.90893  2.90695
C  5.49117  -5.06296  2.76058
C  5.94589  -4.79694  1.48966
C  5.33212  -5.31840  0.37841
C  4.31885  -7.31016  -1.56057
C  4.20144  -7.09138  -2.92254
C  5.01272  -7.71484  -3.83693
C  5.98179  -8.61062  -3.43042
C  6.12681  -8.82373  -2.07771
C  5.31315  -8.19699  -1.16811
C  -0.77633  -0.48315  -1.59559
O  -1.73347  -0.48787  -2.40459
O  -0.84386  -0.90493  -0.41594
O  0.13961  0.94505  -3.50775
C  -0.16122  2.27408  -3.27283
C  -0.33913  2.44746  -1.71862
C  -0.15784  3.89419  -1.18437
C  -1.48950  4.40989  -0.61538
O  -1.82873  3.71929  0.60251
C  -3.15812  3.45067  0.70175
O  -3.78424  2.78030  -0.09237
C  -3.90206  3.99983  1.92706
C  -3.06575  5.00443  2.77117
O  0.60719  1.59720  -1.15551
H  3.69531  3.46119  -2.72642
H  5.26986  2.59760  -2.40041
H  4.29523  2.24544  -3.82740
H  3.12682  1.84799  -1.05686
H  4.18168  0.58851  -1.83975
H  2.40007  -1.10217  -3.66846
H  0.75776  -1.11251  -4.28322
H  0.72955  -3.29152  -3.48783
H  0.62097  -2.70905  -1.83997
H  2.88035  -4.06036  -3.23088
H  3.35962  -2.50970  -2.39424
H  2.93732  -7.08141  1.94545
H  4.05762  -6.13863  3.90903
H  5.97970  -4.61110  3.61922
H  6.79003  -4.12784  1.33696
H  5.69270  -5.07205  -0.61633
H  3.45332  -6.41342  -3.31955
H  4.91081  -7.53697  -4.90500
H  6.61222  -9.12997  -4.14677
H  6.88685  -9.49588  -1.68383
H  5.44854  -8.40785  -0.10924
H  0.67754  2.95041  -3.56145
H  -1.09656  2.52046  -3.80075
H  -1.40396  2.22113  -1.53505
H  0.52280  3.83500  -0.32355
H  0.23728  4.57826  -1.94768
H  -1.45849  5.48901  -0.39197
H  -2.25141  4.24469  -1.38796
H  -4.20677  3.18756  2.59818
H  -4.82333  4.50900  1.62816
H  -3.40234  4.97858  3.81658
H  -2.01734  4.69978  2.76613
H  -3.22890  6.02479  2.41136
C  -9.06861  5.03296  4.52428
C  -8.42640  6.00838  3.54241
C  -6.93643  5.73373  3.28549
O  -6.07387  6.14706  4.32983
C  -5.97534  5.24404  5.41454
N  -8.65453  7.37822  4.01779
H  -8.80326  5.25113  5.55876
H  -10.15578  5.09204  4.45532
H  -8.77639  4.00425  4.30443
H  -8.94401  5.89098  2.58583
H  -6.63460  6.31812  2.41167
H  -6.76006  4.68138  3.03276
H  -6.03988  4.20294  5.08657
H  -6.74291  5.45175  6.16485
H  -5.00426  5.39742  5.88664
H  -8.31735  8.02963  3.31415
H  -8.03216  7.53163  4.80762

Cartesian forces (eV/Å) of the 2 atoms listed first:
C -0.29 -0.26 -0.40
C 1.23 1.29 -1.23

Löwdin atomic charge list, values in e, 8 entries: atom 1 (C): -0.1071, atom 2 (C): -0.4138, atom 3 (O): -0.3282, atom 4 (P): 0.4941, atom 5 (Cl): 0.3792, atom 6 (C): -0.2517, atom 7 (C): -0.3462, atom 8 (C): -0.4477

=====

(3)
Formula: CINOS
Source: the OMol25 dataset
Level of theory: ωB97M-V/def2-TZVPD

Values from the calculation:
SMILES string	N#COSI
charge	0
2S+1	1
F_max	0.041	hartree/bohr
DFT total energy	-23508.374	eV

Positions of all 5 atoms, in Å:
C  -0.95705  0.40752  -0.02232
N  -1.47037  1.37927  -0.31862
O  -0.70514  -0.76644  0.43903
S  0.83976  -1.39978  -0.11286
I  2.29281  0.37943  0.01478

Cartesian forces (eV/Å) of the 2 atoms listed first:
C -0.75 -1.54 0.64
N -0.29 1.95 -0.71

How is the electron density shared among the atoms? According to Löwdin, the charges in e are: atom 1 (C): -0.5845, atom 2 (N): 0.1773, atom 3 (O): -0.4262, atom 4 (S): 0.3047, atom 5 (I): 0.5287

=====

(4)
Formula: C15H40BrO17S5V
Source: the OMol25 dataset
Level of theory: ωB97M-V/def2-TZVPD

Values from the calculation:
charge	0
2S+1	1
F_max	0.097	hartree/bohr
DFT total energy	-200907.226	eV

Positions of all 79 atoms, in Å:
O  0.69906  1.22124  -0.14030
V  0.76448  -0.34601  -0.57312
O  -0.37868  -0.56586  -1.72504
Br  4.79813  -0.39135  -2.82390
O  1.57214  -6.11661  -1.55648
S  1.53147  -7.27484  -2.47672
O  1.03987  -7.14292  -3.82800
O  3.05136  -8.00707  -2.57424
C  3.18847  -9.13585  -3.38857
C  4.59295  -9.52464  -3.43516
C  0.65798  -8.56250  -1.63315
H  2.85441  -8.88434  -4.39516
H  2.62736  -10.01249  -3.06492
H  4.98088  -9.13953  -4.37819
H  4.70047  -10.60907  -3.41120
H  5.19798  -9.17842  -2.59720
H  1.28038  -8.98929  -0.84667
H  0.36150  -9.29402  -2.38488
H  -0.23099  -8.05263  -1.26185
O  5.52861  -0.87735  4.85044
S  4.43163  0.08644  4.81916
O  3.22753  -0.26779  4.03401
O  4.04659  0.37779  6.35899
C  2.82119  0.99126  6.62927
C  3.10399  2.23286  7.45406
C  5.10191  1.72739  4.30655
H  2.14997  0.22887  7.02462
H  2.26590  1.25853  5.73021
H  3.73484  2.90606  6.87360
H  3.56865  2.05842  8.42451
H  2.20772  2.85075  7.50889
H  5.84507  2.19498  4.95244
H  4.23749  2.39115  4.32408
H  5.53662  1.59012  3.31647
O  -2.78181  -1.73848  3.68332
S  -3.84710  -2.43578  4.40267
O  -3.87369  -3.88676  4.41300
O  -3.86304  -1.79172  5.94854
C  -4.89219  -2.21316  6.81075
C  -4.74436  -1.32648  8.02304
C  -5.37620  -1.77643  3.58795
H  -4.94790  -3.24790  7.14883
H  -5.88521  -2.07259  6.38384
H  -5.62592  -1.61716  8.59441
H  -4.79817  -0.26546  7.77923
H  -3.88636  -1.41031  8.69005
H  -6.29597  -2.07804  4.08909
H  -5.33851  -2.14496  2.56281
H  -5.36375  -0.70313  3.77757
O  3.57212  9.19423  -3.03303
S  4.13692  7.89581  -3.41395
O  4.82761  7.73807  -4.66111
O  5.23949  7.54214  -2.14432
C  6.23036  6.52217  -2.37011
C  7.06680  6.43539  -1.10085
C  2.97897  6.45570  -3.10797
H  6.94777  6.75817  -3.15609
H  5.75330  5.56976  -2.60124
H  6.36686  6.40056  -0.26600
H  7.56609  7.36901  -0.84164
H  7.77761  5.60908  -1.10862
H  2.82225  6.28779  -2.04245
H  3.41208  5.56406  -3.56128
H  2.05389  6.79483  -3.57414
O  -8.82278  3.47884  -5.81513
S  -7.85361  3.31760  -6.88852
O  -7.64951  4.33941  -7.88791
O  -6.39116  2.77968  -6.30052
C  -6.27348  2.02259  -5.14709
C  -5.93164  2.89444  -3.92582
C  -8.28613  1.69265  -7.80032
H  -5.41082  1.38914  -5.35368
H  -7.06929  1.28697  -5.03034
H  -5.14052  3.62001  -4.11500
H  -5.50200  2.37282  -3.07059
H  -6.78829  3.44798  -3.54130
H  -9.28127  1.77102  -8.23810
H  -8.26338  0.77281  -7.21596
H  -7.66500  1.64233  -8.69463

Cartesian forces (eV/Å) of the 2 atoms listed first:
O 0.18 -4.00 -0.94
V -2.34 3.50 -2.71

Löwdin atomic charge list, values in e, 8 entries: atom 1 (O): -0.3131, atom 2 (V): 1.1611, atom 3 (O): -0.3150, atom 4 (Br): -0.5359, atom 5 (O): -0.3056, atom 6 (S): 0.6816, atom 7 (O): -0.2878, atom 8 (O): -0.2516

=====

(5)
Formula: C5H13N2
Source: the OMol25 dataset
Level of theory: ωB97M-V/def2-TZVPD

Values from the calculation:
charge	+1
2S+1	1
F_max	0.061	hartree/bohr
DFT total energy	-8366.937	eV

Positions of all 20 atoms, in Å:
C  0.62632  3.28188  -0.63161
C  -0.09675  2.27931  0.30759
C  -0.85443  1.21901  -0.43271
N  -0.73317  -2.60456  -0.53739
C  -1.10330  -1.26761  -0.90525
C  -0.54963  -0.15954  -0.26793
N  1.41553  -2.67070  1.79620
H  1.24731  2.71634  -1.28437
H  -0.10284  3.77872  -1.28896
H  -0.72123  2.86013  1.07769
H  0.64354  1.72471  0.95338
H  -1.73807  1.49282  -1.02388
H  0.86570  -2.88514  0.92919
H  -1.51167  -3.02589  -0.07456
H  -0.60207  -3.20861  -1.43202
H  -1.91853  -1.11813  -1.65330
H  0.24226  -0.37678  0.42828
H  1.21627  4.01100  -0.07401
H  2.38587  -2.56739  1.61521
H  1.28890  -3.47956  2.49844

Cartesian forces (eV/Å) of the 2 atoms listed first:
C -1.17 -0.05 -0.15
C 0.44 -0.59 1.58

Löwdin atomic charge list, values in e, 8 entries: atom 1 (C): -0.0626, atom 2 (C): -0.2087, atom 3 (C): 0.0817, atom 4 (N): 0.0432, atom 5 (C): -0.0187, atom 6 (C): -0.0312, atom 7 (N): -0.0192, atom 8 (H): 0.0664

=====

| no. | orbital gap (hartree) |
| --- | --- |
| 1 | 0.3603 |
| 2 | 0.1220 |
| 3 | 0.3120 |
| 4 | 0.1464 |
| 5 | 0.2123 |